No. 1
14
Properties=species:S:1:pos:R:3 method="wB97M-V/def2-TZVPD" total_energy_ha=-415.9230 gap_ha=0.34750 smiles="N[C@@H]1CC1=O.N=C=O"
N -1.56019 -1.50910 -0.13877
C -0.72411 -0.42329 0.26429
C -0.86480 0.99999 -0.33707
C 0.25746 0.17150 -0.79599
O 0.81003 -0.21277 -1.79455
H -1.58129 -1.62130 -1.14670
H -2.51006 -1.41912 0.21201
H -0.51071 -0.44188 1.32811
H -1.65038 1.16289 -1.06903
H -0.68317 1.84346 0.30488
N 2.04713 0.93837 0.34356
C 2.08102 0.03277 1.15998
O 2.20002 -0.66371 2.07795
H 2.68906 1.14219 -0.40868

No. 2
126
Properties=species:S:1:pos:R:3 method="wB97M-V/def2-TZVPD" total_energy_ha=-9832.2948 total_charge=+1 gap_ha=0.21223
Ti 0.35001 1.00105 0.49716
C -3.54362 5.48518 -4.37662
C -2.99244 4.24634 -4.67600
C -2.27539 3.55593 -3.70917
C -2.11069 4.09154 -2.43498
C -2.66462 5.33487 -2.14174
C -3.37868 6.02874 -3.10879
C -1.32624 3.32421 -1.42416
C 0.03373 3.13534 -1.67309
C 0.77411 3.90858 -2.61441
C 2.08825 3.73021 -2.33159
C 2.17434 2.80616 -1.25217
N 0.89959 2.40299 -0.88464
C 3.35872 2.38826 -0.66459
C 3.41921 1.47289 0.37807
C 4.64635 0.84552 0.81225
C 4.31396 -0.10450 1.70236
C 2.88487 -0.05273 1.87401
C 2.16296 -0.81916 2.76972
C 2.86169 -1.86345 3.57657
C 3.91641 -1.55720 4.43355
C 4.53742 -2.55668 5.17025
C 4.10907 -3.87322 5.06026
C 3.04682 -4.18471 4.22098
C 2.42376 -3.18356 3.48983
C 0.80363 -0.61374 3.03511
N -0.03676 0.24431 2.34978
C -1.14680 0.40874 3.15172
C -2.25204 1.20152 2.84424
C -3.40064 1.21710 3.79975
C -4.13206 0.05826 4.04871
C -5.20752 0.07959 4.92626
C -5.55788 1.25978 5.56766
C -4.83296 2.41876 5.32547
C -3.76239 2.39846 4.44272
C -2.34660 1.95391 1.69033
C -3.55059 2.61965 1.27135
C -3.31090 3.17982 0.07250
C -1.94430 2.90181 -0.26600
N -1.35790 2.12891 0.72978
C -1.01782 -0.39211 4.31935
C 0.16782 -1.05055 4.23026
N 2.34981 0.90765 1.03275
C 4.64742 2.93007 -1.18881
C 5.46839 3.68916 -0.35771
C 6.66659 4.20284 -0.83249
C 7.05542 3.96208 -2.14432
C 6.24243 3.20593 -2.97851
C 5.04226 2.69687 -2.50248
H -4.10027 6.02696 -5.13007
H -3.12181 3.81512 -5.66039
H -1.85215 2.58369 -3.93586
H -2.52501 5.76561 -1.15665
H -3.80147 6.99672 -2.87296
H 0.33939 4.56300 -3.35288
H 2.93001 4.22007 -2.79613
H 5.62891 1.09144 0.44584
H 4.97553 -0.79393 2.19945
H 4.23891 -0.52837 4.54021
H 5.35209 -2.30505 5.83701
H 4.59466 -4.65115 5.63504
H 2.70023 -5.20717 4.13835
H 1.58866 -3.42198 2.84082
H -3.86516 -0.86193 3.54133
H -5.77373 -0.82520 5.10556
H -6.39459 1.27633 6.25383
H -5.10007 3.34014 5.82622
H -3.19412 3.30184 4.25531
H -4.47573 2.61755 1.82435
H -4.00374 3.71917 -0.55238
H -1.72907 -0.42331 5.12823
H 0.60616 -1.72180 4.95099
H 5.16130 3.88216 0.66361
H 7.29367 4.79398 -0.17791
H 7.98732 4.36642 -2.51712
H 6.54243 3.00859 -3.99960
H 4.41400 2.09621 -3.15179
C -5.31513 -0.39907 -0.55225
C -4.86298 -1.50003 0.40469
C -3.59019 -2.25080 0.00096
C -2.26655 -1.54713 0.34714
Ge -1.53255 -0.27431 -0.96701
C -1.31914 -1.31022 -2.62682
C -2.54791 -1.15108 -3.53330
C -2.66872 -2.27494 -4.56779
C -3.23031 -3.56193 -3.97191
H -6.27662 0.01697 -0.24318
H -5.43900 -0.79339 -1.56490
H -4.60220 0.42445 -0.60401
H -5.67207 -2.22788 0.50371
H -4.71691 -1.07492 1.40491
H -3.63520 -2.49164 -1.06715
H -3.59488 -3.21376 0.51904
H -1.47227 -2.29385 0.44803
H -2.35402 -1.06496 1.32389
H -2.63226 0.72393 -1.37778
H -1.19118 -2.35379 -2.32600
H -0.41990 -1.03075 -3.17666
H -2.50126 -0.18267 -4.03971
H -3.46458 -1.12301 -2.93418
H -1.68178 -2.47022 -4.99945
H -3.30544 -1.94905 -5.39377
H -2.65315 -3.88852 -3.10179
H -3.22102 -4.38120 -4.69176
H -4.26346 -3.41998 -3.64539
C 4.08227 -5.53386 -0.20673
Ge 2.55970 -4.47452 -0.76687
C 2.39260 -4.41551 -2.69972
C 0.90562 -5.14154 0.01572
C 2.84094 -2.62953 -0.16437
Se 1.28148 -1.57315 -0.67823
C 2.14383 -0.63233 -2.15218
H 3.91518 -6.58237 -0.46082
H 4.22923 -5.46020 0.87197
H 4.99112 -5.20126 -0.70962
H 2.19088 -5.41484 -3.08824
H 3.31019 -4.04826 -3.16363
H 1.56457 -3.76359 -2.98810
H 0.56008 -6.01394 -0.54066
H 0.12258 -4.38115 -0.03506
H 1.04542 -5.43599 1.05706
H 3.70300 -2.17571 -0.65429
H 2.99622 -2.56511 0.90940
H 2.41183 -1.35806 -2.91700
H 3.02941 -0.12241 -1.77901
H 1.44202 0.09056 -2.56011

No. 3
85
Properties=species:S:1:pos:R:3 method="wB97M-V/def2-TZVPD" total_energy_ha=-4603.7659 total_charge=+2 gap_ha="0.25398 / 0.22328" s_squared=3.790 multiplicity=4
Re 0.00490 0.20548 1.02082
C -2.32087 1.84617 0.62682
N -0.93293 2.17515 0.92606
C -0.32301 3.16154 -0.03875
C -0.88111 2.71735 2.31429
C -1.14340 4.03504 2.61071
C -1.20536 4.47520 3.93521
C -1.00230 3.50659 4.91030
C -0.64595 2.19620 4.54229
C -0.73982 1.73050 3.28275
N -0.58211 0.41763 2.86361
C -0.60150 -0.72538 3.70378
C -1.08781 -0.69729 5.00017
C -0.68938 -1.68399 5.84596
C 0.20937 -2.65642 5.44697
C 0.62375 -2.68621 4.16037
C 0.11758 -1.78300 3.21228
N 0.29685 -1.86121 1.76105
C -0.68280 -2.86046 1.26006
C 1.64785 -2.34736 1.30598
H -3.07087 2.65801 0.74816
H -2.59964 1.07493 1.35509
H -2.38549 1.41005 -0.35066
H -0.85263 4.08770 -0.05901
H -0.28018 2.78819 -1.04679
H 0.68985 3.28479 0.33929
H -1.26716 4.78672 1.79554
H -1.40066 5.51514 4.11136
H -1.08114 3.71023 5.96258
H -0.15094 1.56516 5.23914
H -1.76899 0.10741 5.28972
H -1.21964 -1.81981 6.79363
H 0.61258 -3.38594 6.21354
H 1.21561 -3.57103 3.83427
H -0.70063 -3.77176 1.88632
H -0.34109 -3.14449 0.21453
H -1.67531 -2.39952 1.09735
H 1.77085 -3.41348 1.56296
H 2.42154 -1.76032 1.75202
H 1.69253 -2.16996 0.25331
C -4.48887 0.39534 -3.96116
C -4.40634 -0.48491 -2.88276
C -3.25909 -0.53546 -2.07239
C -2.17908 0.27403 -2.39731
C -2.33943 1.28292 -3.43216
C -3.49590 1.31107 -4.22500
Sb -0.32011 -0.33231 -1.57830
C -0.06089 -2.43098 -2.26691
C 1.21964 -2.87847 -2.74813
C 1.41580 -4.13573 -3.35015
C 0.27325 -4.91805 -3.57727
C -0.95526 -4.41552 -3.25192
C -1.13473 -3.22085 -2.55310
C 0.89350 0.35480 -3.21371
C 1.79406 1.39415 -3.04909
C 2.42692 1.90099 -4.15469
C 2.32092 1.32227 -5.44375
C 1.46660 0.21132 -5.56275
C 0.74941 -0.22906 -4.47041
H -5.43520 0.48639 -4.48832
H -5.21332 -1.18706 -2.70785
H -3.26376 -1.23124 -1.25504
H -1.50812 1.92592 -3.65182
H -3.59736 2.07923 -5.03606
H 1.97927 -2.10224 -2.69551
H 2.41518 -4.40827 -3.68897
H 0.34332 -5.97092 -3.96732
H -1.85748 -5.00446 -3.42113
H -2.15884 -2.89472 -2.23685
H 1.74021 1.97534 -2.10718
H 3.13163 2.70984 -3.99895
H 2.90093 1.71594 -6.25363
H 1.31449 -0.26501 -6.55804
H 0.08517 -1.04519 -4.60547
Br 6.13387 2.77644 1.42649
C 4.62091 1.64596 1.41028
C 4.12518 1.03258 0.25250
C 2.82742 0.52372 0.22189
C 1.95590 0.73645 1.24811
C 2.47085 1.18579 2.49049
C 3.83364 1.60817 2.55148
H 4.76260 1.08078 -0.66566
H 2.53380 0.01779 -0.68762
H 1.97314 1.08860 3.43807
H 4.29561 1.93705 3.49401

No. 4
115
Properties=species:S:1:pos:R:3 method="wB97M-V/def2-TZVPD" total_energy_ha=-4194.6956 total_charge=-1 gap_ha=0.20535
N 2.72799 5.15008 4.54826
P 1.67908 6.01698 3.34651
O 2.70086 6.91806 2.25877
C 0.71036 4.63216 2.43358
C -0.93103 4.70732 2.43532
C -1.68029 5.96238 3.19380
O -2.27245 6.98907 2.56978
O -1.66262 5.94640 4.69175
C -1.83423 3.53463 1.66182
O -3.29472 3.66486 1.74165
C -4.00038 2.70223 0.88465
O -4.62448 3.22286 -0.20841
C -4.15368 1.08746 1.13843
C -4.21547 0.32712 2.58979
C -4.31850 -1.34153 2.58949
C -4.34318 -2.25592 1.21431
C -4.31101 -1.49242 -0.23639
C -4.20974 0.14393 -0.24179
C -0.98217 2.36385 0.89706
C 0.68554 2.28179 0.91202
N 1.32453 1.12117 0.20676
C 2.82285 1.11104 0.31367
C 3.58800 -0.19238 -0.40250
C 5.08434 -0.11518 -1.03561
C 5.90917 -1.35866 -1.76370
C 5.00732 -2.76819 -1.72588
C 3.55102 -2.64586 -1.00819
N 2.84171 -1.48380 -0.40346
C 3.63527 2.29446 1.08309
N 3.06457 3.49617 1.78504
C 1.56868 3.41097 1.67865
H 3.63507 4.86200 4.08552
H 2.22182 4.30828 4.90145
H 3.57997 6.42583 2.12070
H -4.16920 0.94391 3.59023
H -4.33381 -1.95592 3.61179
H -4.38202 -3.43860 1.19929
H -4.31290 -2.06042 -1.26104
H -4.17500 0.69451 -1.30026
H -1.53680 1.52271 0.29895
H 5.62876 0.94158 -0.99153
H 6.98754 -1.28222 -2.21080
H 5.42024 -3.78367 -2.15843
H 2.94583 -3.67682 -0.96212
H 4.82603 2.20417 1.08073
C -3.05983 8.46740 6.00918
N -3.65986 9.76266 6.42859
O -3.18550 10.30765 7.43205
O -4.59026 10.19567 5.73867
H -2.25689 8.20894 6.70280
H -3.85000 7.71419 6.03604
H -2.66902 8.59736 4.99795
C -8.45664 -1.58565 -1.81824
N -7.01801 -1.31768 -2.08690
O -6.62190 -0.15543 -1.94110
O -6.32700 -2.28165 -2.43671
H -8.94036 -0.65265 -1.52131
H -8.89738 -1.97238 -2.73943
H -8.51007 -2.32109 -1.01295
C 0.49510 -5.24265 -2.53210
N 0.41790 -5.50704 -1.06999
O 1.41985 -5.98812 -0.52811
O -0.64643 -5.22427 -0.50754
H 1.48282 -5.53751 -2.89278
H -0.28463 -5.83482 -3.01562
H 0.33287 -4.17343 -2.68266
C -0.82192 -4.04910 -6.75220
N -0.63433 -5.10679 -5.72276
O -0.02452 -6.12692 -6.06397
O -1.10469 -4.88314 -4.60122
H -0.36033 -4.37859 -7.68547
H -1.89622 -3.90397 -6.88351
H -0.34050 -3.14115 -6.38332
C 5.82429 -5.65702 -5.70110
N 5.22426 -4.36176 -5.28169
O 5.69862 -3.81676 -4.27823
O 4.29386 -3.92875 -5.97161
H 6.62723 -5.91548 -5.00748
H 5.03412 -6.41023 -5.67424
H 6.21510 -5.52706 -6.71233
C 1.00245 -9.42243 -1.61167
N 1.81642 -8.83845 -2.71170
O 2.39020 -9.62739 -3.47152
O 1.85648 -7.60449 -2.78130
H 1.05741 -10.51149 -1.67131
H 1.42034 -9.06631 -0.66776
H -0.02581 -9.08025 -1.74518
C 4.00245 -0.71553 4.69867
N 4.81642 -0.13155 3.59864
O 5.39020 -0.92050 2.83883
O 4.85648 1.10241 3.52905
H 4.05741 -1.80459 4.63903
H 4.42034 -0.35942 5.64258
H 2.97419 -0.37335 4.56517
C -3.79755 9.74936 1.39867
N -2.98358 10.33334 0.29864
O -2.40980 9.54440 -0.46117
O -2.94352 11.56730 0.22905
H -3.74259 8.66030 1.33903
H -3.37966 10.10548 2.34258
H -4.82581 10.09154 1.26517
C -5.03405 5.82889 7.53065
N -5.50209 4.58780 8.20465
O -5.22280 3.51087 7.66503
O -6.13678 4.72974 9.25638
H -4.49300 5.55512 6.62238
H -5.91624 6.42536 7.28904
H -4.37756 6.35454 8.22701
C 7.09510 -8.03866 -9.07829
N 7.01790 -8.30305 -7.61617
O 8.01985 -8.78413 -7.07429
O 5.95357 -8.02028 -7.05372
H 8.08282 -8.33352 -9.43896
H 6.31537 -8.63082 -9.56181
H 6.93287 -6.96944 -9.22884

No. 5
41
Properties=species:S:1:pos:R:3 method="wB97M-V/def2-TZVPD" total_energy_ha=-1819.4581 gap_ha=0.29590 smiles="N#CC1=C(NC(=O)CSc2ncc(C#N)c(N)n2)S[C@@H]2CCCC[C@@H]12"
N -1.91771 -0.02651 2.62759
C -1.14175 0.52132 1.97488
C -0.09780 1.19987 1.26509
C 1.17906 0.72422 1.13275
N 1.48259 -0.58429 1.57365
C 2.68957 -1.28128 1.54188
O 3.74187 -0.74844 1.15356
C 2.65182 -2.70369 2.04377
S 1.00988 -3.29636 2.67089
C 0.28531 -3.78242 1.08387
N -0.42244 -4.91363 1.04096
C -0.96196 -5.28720 -0.13889
C -0.91061 -4.43250 -1.23618
C -1.51646 -4.80937 -2.49265
N -1.99197 -5.02655 -3.54136
C -0.20153 -3.29964 -1.04921
N 0.05725 -2.37590 -1.98602
N 0.44190 -2.95560 0.04597
S 2.19532 1.78134 0.14239
C 0.62268 2.59635 -0.47446
C 0.61939 4.00356 -1.16480
C -0.81132 4.43745 -1.54227
C -1.87653 4.30615 -0.45886
C -1.76969 2.92722 0.22945
C -0.33233 2.56627 0.69925
H 0.67803 -1.14937 1.87714
H 3.40861 -2.77654 2.86141
H 2.98797 -3.40525 1.30697
H -1.44692 -6.26703 -0.25709
H 0.58205 -1.55143 -1.62319
H -0.71488 -2.22041 -2.62484
H 0.25446 1.92553 -1.26311
H 1.26473 4.02270 -2.05564
H 1.04266 4.72073 -0.48837
H -0.82520 5.45149 -1.90431
H -1.17659 3.81861 -2.35967
H -2.89150 4.43587 -0.90992
H -1.67984 5.11676 0.27651
H -2.07876 2.15644 -0.49215
H -2.41654 2.88481 1.09828
H -0.01281 3.29667 1.41675

No. 6
24
Properties=species:S:1:pos:R:3 method="wB97M-V/def2-TZVPD" total_energy_ha=-857.1735 total_charge=+1 gap_ha=0.34153
C -1.81234 1.44756 3.34918
C -2.78759 0.52592 3.13704
C -0.75303 0.14613 2.00299
C -0.00388 -1.80919 -0.97006
C -0.40417 0.68930 -1.04703
C 0.92149 -0.31030 0.83742
C 0.52656 -0.43468 -0.61931
N -0.64772 1.21537 2.68138
N 1.84782 -0.20320 -1.35508
O 1.74583 0.78030 1.02181
S -2.23789 -0.70933 2.05688
H -1.88548 2.31985 3.97400
H -3.78032 0.48688 3.53557
H -0.88756 -2.02129 -0.37600
H -0.28357 -1.86461 -2.01866
H 0.72800 -2.58544 -0.75706
H -1.37957 0.54505 -0.59465
H -0.53534 0.70694 -2.12553
H -0.02143 1.65072 -0.70974
H 1.24347 -1.22532 1.32833
H 2.27292 0.61578 -0.87933
H 1.70223 -0.00480 -2.35029
H 2.47660 -1.00807 -1.24290
H 1.66032 1.11146 1.92624

No. 7
15
Properties=species:S:1:pos:R:3 method="wB97M-V/def2-TZVPD" total_energy_ha=-250.5564 gap_ha=0.39229 smiles="C1=NC1.C=CC"
C 1.60279 -0.26591 -0.76986
N 1.61089 -0.71047 0.40014
C 2.93697 -0.62644 -0.33969
H 0.88863 0.13141 -1.48218
H 3.63399 0.13444 0.00586
H 3.38651 -1.57085 -0.64600
C -2.20534 -0.23636 -0.78149
C -1.53284 -0.22056 0.36616
C -1.09871 1.01822 1.08957
H -2.50834 -1.16888 -1.24887
H -2.50379 0.68630 -1.27752
H -1.25192 -1.16681 0.82892
H -1.36643 1.91969 0.52836
H -1.57513 1.07374 2.07519
H -0.01728 1.00249 1.25141